No. 1
This record from the Open Molecules 2025 dataset describes 2 unconnected molecules or ions with the total composition C4H13NOS in a non-equilibrium geometry. The level of theory is ωB97M-V/def2-TZVPD.

Computed properties:
HOMO: -0.309 Eh
Gap between HOMO and LUMO: 8.98 eV
Energy: -18730.486 eV
LUMO: 0.57 eV
SMILES: CCNCCS.O

Atoms and positions in Å:
C: 1.672 0.856 0.831
C: 1.337 -0.593 0.722
N: 0.084 -0.941 0.065
C: -1.178 -0.822 0.831
C: -1.903 0.527 0.742
S: -2.324 1.049 -0.954
H: 2.050 1.259 -0.115
H: 2.584 1.068 1.408
H: 0.846 1.532 1.055
H: 2.113 -1.055 0.093
H: 1.392 -1.217 1.617
H: -0.076 -0.593 -0.873
H: -1.782 -1.626 0.415
H: -0.908 -1.062 1.845
H: -1.374 1.272 1.346
H: -2.930 0.547 1.114
H: -1.776 0.042 -1.669
O: 0.748 0.038 -2.548
H: 0.756 -0.912 -2.601
H: 0.669 0.632 -3.323

Atoms 1-6, force components in eV/Å:
C 1.105 1.588 -0.409
C 0.032 -1.262 -1.390
N -1.141 -0.102 0.496
C 0.845 -0.202 -1.141
C -0.528 -0.078 0.270
S 0.426 0.183 -0.528



No. 2
This record from the Open Molecules 2025 dataset describes 2 unconnected molecules or ions with the total composition C4H13NOS in a non-equilibrium geometry. The level of theory is ωB97M-V/def2-TZVPD.

Computed properties:
HOMO: -0.302 Eh
Gap between HOMO and LUMO: 8.79 eV
Energy: -18730.776 eV
LUMO: 0.56 eV
SMILES: CSCCCN.O

Atoms and positions in Å:
C: -0.491 3.200 -0.949
S: 0.930 2.256 -0.315
C: 0.089 0.601 0.095
C: 0.633 -0.629 -0.565
C: -0.527 -1.533 -1.077
N: -1.077 -2.403 -0.045
H: -1.405 2.758 -0.576
H: -0.380 4.253 -0.694
H: -0.565 3.186 -2.038
H: 0.103 0.634 1.184
H: -0.940 0.904 -0.091
H: 1.288 -0.381 -1.402
H: 1.306 -1.156 0.118
H: -0.074 -1.973 -1.972
H: -1.319 -0.857 -1.396
H: -0.383 -2.692 0.639
H: -1.332 -3.281 -0.486
O: 1.146 -1.146 2.850
H: 1.044 -1.146 3.813
H: 1.953 -0.594 2.907

Atoms 1-6, force components in eV/Å:
C 0.331 -0.041 -0.688
S -0.224 -0.635 -0.051
C 0.133 2.717 0.978
C -0.449 -0.286 -0.113
C 1.378 0.958 0.223
N 0.189 -0.798 -0.253



No. 3
This record from the Open Molecules 2025 dataset describes 2 unconnected molecules or ions with the total composition C4H13NP in a non-equilibrium geometry. The level of theory is ωB97M-V/def2-TZVPD.

Computed properties:
HOMO: -0.543 Eh
Gap between HOMO and LUMO: 11.71 eV
Energy: -15128.611 eV
Total charge: +1
LUMO: -3.08 eV

Atoms and positions in Å:
C: 3.616 -0.699 -0.159
C: -2.980 1.342 0.695
C: 2.192 -0.840 -0.334
C: -1.755 0.854 -0.072
N: 1.247 -0.031 0.003
P: -1.021 -0.819 -0.402
H: 3.677 -1.003 0.929
H: 3.979 0.381 -0.525
H: 4.233 -1.303 -0.795
H: -3.871 0.739 0.563
H: -3.361 2.297 0.291
H: -2.744 1.661 1.671
H: 1.830 -1.962 -0.573
H: -0.910 1.491 0.188
H: 1.555 0.944 0.143
H: -1.805 1.112 -1.099
H: -2.185 -1.525 -0.498
H: -0.514 -1.479 0.622
H: -0.375 -0.927 -1.566

Atoms 1-6, force components in eV/Å:
C 1.451 2.715 -0.384
C -0.854 0.128 -1.398
C -3.207 -2.192 0.191
C 1.874 0.575 -0.251
N 0.979 0.105 -1.313
P -2.195 1.978 1.866



No. 4
This record from the Open Molecules 2025 dataset describes 2 unconnected molecules or ions with the total composition C4H13NS. The level of theory is ωB97M-V/def2-TZVPD.

Computed properties:
HOMO: -0.307 Eh
Gap between HOMO and LUMO: 9.35 eV
Energy: -16683.536 eV
LUMO: 0.98 eV
SMILES: CCS.CNC

Atoms and positions in Å:
C: -0.803 -1.653 1.857
C: 0.333 -0.666 2.100
S: 0.001 0.989 1.450
H: -0.778 -2.032 0.837
H: -1.760 -1.150 2.008
H: -0.774 -2.492 2.554
H: 1.244 -1.094 1.671
H: 0.577 -0.530 3.153
H: -0.516 0.630 0.272
C: 0.398 1.383 -2.317
N: 0.446 0.091 -1.679
C: -0.335 -0.964 -2.287
H: 0.817 2.141 -1.654
H: 0.907 1.444 -3.290
H: -0.654 1.632 -2.476
H: 1.352 -0.213 -1.365
H: -1.380 -0.909 -1.959
H: -0.005 -1.932 -1.904
H: -0.290 -0.975 -3.381

Atoms 1-6, force components in eV/Å:
C -0.332 0.339 0.405
C 0.369 -0.567 -0.301
S 0.018 0.359 0.505
H 0.008 -0.009 -0.054
H -0.031 -0.069 -0.025
H 0.162 -0.078 -0.085



No. 5
This record from the Open Molecules 2025 dataset describes 2 unconnected molecules or ions with the total composition C4H13NS in a non-equilibrium geometry. The level of theory is ωB97M-V/def2-TZVPD.

Computed properties:
HOMO: -0.309 Eh
Gap between HOMO and LUMO: 9.35 eV
Energy: -16683.242 eV
LUMO: 0.95 eV
SMILES: CCN.CCS

Atoms and positions in Å:
C: -2.764 0.149 -0.549
C: -1.511 0.112 -1.438
N: -0.892 -1.152 -1.442
H: -3.379 0.955 -0.714
H: -3.264 -0.754 -0.434
H: -2.351 0.292 0.479
H: -1.840 0.378 -2.455
H: -0.829 0.913 -1.127
H: -0.103 -1.178 -2.118
H: -1.520 -1.873 -1.813
C: 3.097 0.382 1.518
C: 1.633 0.590 1.212
S: 0.781 -1.045 1.527
H: 3.638 -0.486 1.072
H: 3.146 0.285 2.591
H: 3.560 1.289 1.229
H: 1.450 0.837 0.161
H: 1.053 1.272 1.943
H: 0.094 -0.967 0.358

Atoms 1-6, force components in eV/Å:
C 3.800 -0.047 2.237
C -2.007 1.720 -1.175
N 1.545 -2.124 -0.878
H -1.552 1.743 -0.742
H -1.132 -1.718 -0.526
H -0.416 0.027 -0.377



No. 6
This record from the Open Molecules 2025 dataset describes 2 unconnected molecules or ions with the total composition C4H13NS in a non-equilibrium geometry. The level of theory is ωB97M-V/def2-TZVPD.

Computed properties:
HOMO: -0.314 Eh
Gap between HOMO and LUMO: 9.40 eV
Energy: -16682.922 eV
LUMO: 0.85 eV
SMILES: CCN.CSC

Atoms and positions in Å:
C: -0.295 -2.385 -1.833
C: 1.241 -2.459 -2.000
N: 1.837 -2.588 -0.664
H: -0.598 -3.323 -1.377
H: -0.721 -2.317 -2.835
H: -0.658 -1.587 -1.162
H: 1.650 -1.726 -2.690
H: 1.278 -3.483 -2.418
H: 1.482 -1.788 -0.146
H: 2.848 -2.562 -0.610
C: -0.910 0.748 2.214
S: -0.528 2.432 1.421
C: -0.815 2.116 -0.337
H: -0.090 0.679 2.927
H: -1.861 0.924 2.696
H: -0.809 -0.202 1.683
H: 0.177 1.970 -0.797
H: -1.565 2.742 -0.795
H: -1.035 1.051 -0.413

Atoms 1-6, force components in eV/Å:
C 0.600 0.360 0.071
C -1.006 -2.109 0.596
N -0.502 0.902 0.068
H -0.170 -0.063 0.004
H -0.323 0.182 0.213
H 0.179 0.010 -0.468



No. 7
This record from the Open Molecules 2025 dataset describes 2 unconnected molecules or ions with the total composition C4H13NSi in a non-equilibrium geometry. The level of theory is ωB97M-V/def2-TZVPD.

Computed properties:
HOMO: -0.327 Eh
Gap between HOMO and LUMO: 8.70 eV
Energy: -13722.828 eV
LUMO: -0.19 eV
SMILES: CN=[SiH2].CCC

Atoms and positions in Å:
C: 2.015 -2.467 -2.006
N: 1.055 -2.113 -0.974
Si: 0.420 -3.085 0.091
H: 1.741 -3.483 -2.374
H: 1.921 -1.696 -2.808
H: 3.061 -2.220 -1.763
H: -1.003 -3.046 0.371
H: 0.899 -4.279 0.856
C: -0.736 2.009 2.107
C: -0.475 2.249 0.588
C: -1.575 1.852 -0.408
H: -1.786 1.874 2.137
H: -0.346 1.115 2.379
H: -0.401 2.858 2.700
H: -0.192 3.393 0.476
H: 0.592 1.869 0.281
H: -1.009 1.117 -0.830
H: -1.795 2.676 -0.966
H: -2.385 1.377 0.143

Atoms 1-6, force components in eV/Å:
C -0.147 1.543 -0.690
N -0.018 -0.473 -0.317
Si -0.449 -0.617 0.676
H 1.146 0.819 -0.100
H -0.488 -0.853 -0.038
H -0.046 -1.107 0.485



No. 8
This record from the Open Molecules 2025 dataset describes 2 unconnected molecules or ions with the total composition C4H13NSi2 in a non-equilibrium geometry. The level of theory is ωB97M-V/def2-TZVPD.

Computed properties:
HOMO (alpha / beta): -0.271 / -0.340 Eh
Gap between HOMO and LUMO (alpha / beta): 5.65 / 9.77 eV
Energy: -21597.561 eV
LUMO (alpha / beta): -1.73 / 0.52 eV

Atoms and positions in Å:
C: 2.346 0.857 0.637
C: 1.832 0.846 -0.777
C: 1.934 -0.586 0.740
C: 1.745 -0.601 -0.715
N: -0.903 -1.428 -0.323
Si: -3.445 0.511 -0.696
Si: -1.874 -0.500 0.654
H: 3.469 0.921 0.556
H: 1.878 1.451 1.294
H: 0.803 1.421 -0.977
H: 2.535 1.300 -1.518
H: 2.792 -1.220 1.074
H: 1.081 -0.712 1.319
H: 2.281 -1.316 -1.364
H: -1.074 -2.440 -0.020
H: -4.690 -0.568 -0.783
H: -2.785 0.938 -1.895
H: -4.072 1.712 -0.122
H: -0.973 0.547 1.371
H: -2.880 -1.134 1.547

Atoms 1-6, force components in eV/Å:
C 2.742 -1.322 -1.923
C -1.703 3.369 -2.842
C 2.788 -1.575 0.647
C 0.205 -1.864 -0.880
N 0.507 -3.047 -0.944
Si -1.826 -1.124 0.451



No. 9
This record from the Open Molecules 2025 dataset describes a single C4H13NSi2 molecule in a non-equilibrium geometry. The level of theory is ωB97M-V/def2-TZVPD.

Computed properties:
Spin multiplicity: 3
HOMO (alpha / beta): -0.146 / -0.352 Eh
Gap between HOMO and LUMO (alpha / beta): 4.64 / 5.92 eV
Energy: -21596.349 eV
LUMO (alpha / beta): 0.66 / -3.65 eV
<S²>: 2.012

Atoms and positions in Å:
C: -2.038 -1.336 1.508
C: -2.077 -0.499 0.289
C: -0.903 -0.537 2.111
C: -0.783 0.202 0.863
N: 0.268 -0.053 -0.202
Si: 2.763 0.642 -2.640
Si: 1.427 1.129 -0.795
H: -3.017 -1.457 2.089
H: -1.796 -2.313 1.143
H: -1.816 -0.979 -0.669
H: -2.924 0.242 0.362
H: -1.177 0.073 3.076
H: -0.077 -1.170 2.299
H: -0.945 1.335 1.054
H: 0.702 -0.993 -0.091
H: 4.256 0.917 -2.726
H: 2.420 1.578 -3.780
H: 2.622 -0.711 -3.263
H: 2.582 1.529 0.107
H: 0.513 2.399 -0.736

Atoms 1-6, force components in eV/Å:
C -2.662 -2.020 1.454
C -0.561 2.636 -0.358
C -0.407 -0.922 3.117
C -0.340 4.114 -3.626
N -0.705 -0.684 4.193
Si 0.174 0.683 -1.214



No. 10
This record from the Open Molecules 2025 dataset describes 3 unconnected molecules or ions with the total composition C4H13O3 in a non-equilibrium geometry. The level of theory is ωB97M-V/def2-TZVPD.

Computed properties:
HOMO: -0.147 Eh
Gap between HOMO and LUMO: 7.88 eV
Energy: -10502.066 eV
Total charge: -1
LUMO: 3.88 eV

Atoms and positions in Å:
C: 0.188 0.680 0.507
O: -1.077 0.401 1.006
C: 0.201 0.734 -1.032
C: 0.437 -0.640 -1.647
C: 1.908 -1.102 -1.458
H: 0.534 1.660 0.899
H: 0.909 -0.111 0.784
H: 0.951 1.438 -1.429
H: -0.799 1.043 -1.363
H: 0.214 -0.847 -2.683
H: -0.153 -1.368 -1.067
H: 2.157 -1.879 -2.183
H: 2.091 -1.455 -0.447
H: 2.534 -0.272 -1.792
H: -0.766 2.680 2.879
H: -1.380 1.434 2.173
O: -1.566 2.149 2.877
H: -1.538 -1.092 0.968
H: -2.673 -1.560 1.878
O: -2.172 -1.892 1.128

Atoms 1-6, force components in eV/Å:
C -0.940 -0.019 0.022
O 0.739 0.025 -0.226
C -0.440 -0.107 -0.920
C 0.992 -1.474 1.447
C -0.472 0.345 -1.004
H 0.300 -0.177 -0.072



No. 11
This record from the Open Molecules 2025 dataset describes 4 unconnected molecules or ions with the total composition C4H13O4 in a non-equilibrium geometry. The level of theory is ωB97M-V/def2-TZVPD.

Computed properties:
HOMO: -0.173 Eh
Gap between HOMO and LUMO: 3.93 eV
Energy: -12542.660 eV
Total charge: -1
LUMO: -0.77 eV

Atoms and positions in Å:
C: 0.778 1.600 0.905
C: 0.108 0.932 -0.267
C: -0.661 -0.320 0.172
O: 0.214 -1.313 0.649
C: -0.140 2.370 1.887
O: 0.721 4.151 -0.118
H: 1.518 0.918 1.318
H: 1.234 2.541 0.427
H: 0.843 0.599 -0.981
H: -0.601 1.600 -0.762
H: -1.356 -0.107 1.001
H: -1.261 -0.724 -0.640
H: -0.250 3.245 1.270
H: 0.601 2.842 2.559
H: -0.954 1.877 2.397
H: 0.446 -1.819 -0.220
H: 1.445 -3.181 -1.544
O: 0.671 -2.623 -1.487
H: -0.562 -3.492 -1.359
H: -1.764 -4.279 -2.095
O: -1.579 -3.769 -1.307

Atoms 1-6, force components in eV/Å:
C -1.691 -0.277 -0.229
C -0.748 0.027 0.134
C 0.182 -0.735 1.234
O -0.157 0.378 -0.603
C 2.600 0.572 -0.178
O 0.890 -1.389 0.201



No. 12
This record from the Open Molecules 2025 dataset describes 3 unconnected molecules or ions with the total composition C4H13O4 in a non-equilibrium geometry. The level of theory is ωB97M-V/def2-TZVPD.

Computed properties:
HOMO: -0.157 Eh
Gap between HOMO and LUMO: 8.26 eV
Energy: -12547.961 eV
Total charge: -1
LUMO: 3.99 eV

Atoms and positions in Å:
C: 0.421 -1.568 -1.024
O: -0.137 -2.733 -0.420
C: -0.568 -0.477 -1.466
C: -0.650 0.988 -1.078
C: -1.136 1.128 0.466
O: -0.197 0.914 1.428
H: 1.219 -1.172 -0.230
H: 0.952 -1.970 -1.988
H: -0.666 -2.281 0.392
H: -1.480 -0.888 -1.021
H: -0.712 -0.494 -2.587
H: 0.297 1.494 -1.175
H: -1.352 1.668 -1.624
H: -2.070 0.592 0.633
H: -1.471 2.219 0.540
H: 1.863 2.252 1.508
H: 1.189 1.171 0.679
O: 2.036 1.827 0.599
H: 1.621 -0.945 2.079
H: 0.080 -0.411 2.089
O: 0.763 -1.315 2.201

Atoms 1-6, force components in eV/Å:
C 3.759 0.393 -0.110
O -2.590 2.409 2.280
C -2.036 -0.537 -1.483
C -0.215 0.505 2.650
C 0.454 2.411 -1.014
O 0.039 -0.978 0.129